# C2H3BrFN

A cluster of 2 separate species, C2H3BrFN in total (ωB97M-V/def2-TZVPD, the OMol25 dataset).

* total energy: -2806.461846 a.u.
* LUMO: -1.688 eV
* largest force on an atom: 1.935 eV Å⁻¹

```
8
C2H3BrFN ωB97M-V/def2-TZVPD
C 0.2464 -0.4085 0.8282
C 0.4856 0.0799 -0.5154
N -0.4218 -0.8895 -0.4000
F -1.1504 2.2021 -0.3555
Br 1.6281 0.7382 -1.7430
H 0.9165 -1.1262 1.2909
H -0.2943 0.2365 1.5125
H -1.4101 -0.8324 -0.6177
```